Below is 3 unconnected molecules or ions with the total composition C3H13NO3, with properties calculated with ωB97M-V/def2-TZVPD.

Geometry as XYZ:
```
20
Properties=species:S:1:pos:R:3:lowdin_charge:R:1
C 1.4142 -0.5149 -0.2086 -0.15
O 2.1141 -0.2758 0.9591 0.03
C 0.3453 0.6055 -0.5130 -0.33
C -0.5423 0.1160 -1.6562 -0.01
N -0.4597 0.9530 0.5969 0.26
H 2.1465 -0.5626 -1.0108 0.15
H 0.8910 -1.4783 -0.2111 0.15
H 1.5332 0.1474 1.6043 0.11
H 0.9219 1.4711 -0.7733 0.16
H 0.0008 -0.1075 -2.5791 0.11
H -1.3168 0.8470 -1.8737 0.08
H -1.0279 -0.8256 -1.4156 0.10
H -1.3792 0.5127 0.5365 0.13
H -0.5947 1.9326 0.8356 0.16
H -4.1034 0.9836 -0.0001 0.04
H -3.6756 2.0143 -1.0546 0.04
O -3.8466 1.0771 -0.9248 -0.05
H 3.0434 -2.2290 1.9047 0.02
H 1.8629 -2.1327 3.0451 0.02
O 2.6729 -2.5339 2.7388 -0.04
```

## Properties
* LUMO energy (spin up / spin down): -0.133 / -0.338 Ha
* highest occupied orbital energy (spin up / spin down): -14.1 / -14.1 eV
* charge: +1
* E_tot: -402.20965 Eh
* 2S+1: 2
* energy above the lowest of the compared OMol25 structures with the same formula, charge and spin: 204.6 kJ/mol